# 1
54
Properties=species:S:1:pos:R:3:nbo_charge:R:1 method="wB97M-V/def2-TZVPD" gap_ev=3.425 lumo_ev=-1.16 spin_multiplicity=1 charge=0 homo_energy_ev=-4.58
Pd -0.124 -0.139 -0.011 0.818
N -1.624 -2.244 -3.480 -0.577
C -0.867 -1.456 -2.683 0.319
N -1.066 -1.301 -1.427 -0.522
C -2.158 -1.993 -0.792 0.119
N -2.342 -1.786 0.480 -0.195
N -1.513 -0.958 1.039 -0.317
C -1.519 -0.624 2.397 -0.187
C -0.556 0.259 2.762 0.091
C -0.342 0.784 4.092 -0.235
C 0.628 1.689 4.333 -0.195
C 1.472 2.151 3.271 -0.397
C 1.262 1.624 2.034 0.069
N 0.318 0.704 1.751 -0.584
C -2.970 -2.886 -1.592 -0.003
C -4.026 -3.640 -1.079 -0.206
C -4.772 -4.474 -1.899 -0.213
C -4.481 -4.580 -3.251 -0.231
C -3.430 -3.840 -3.782 -0.233
C -2.693 -3.010 -2.959 0.103
H -1.384 -2.329 -4.450 0.408
H -0.053 -0.925 -3.163 0.190
H -2.241 -1.093 3.047 0.206
H -0.989 0.432 4.886 0.207
H 0.770 2.071 5.337 0.204
H 2.251 2.881 3.433 0.209
H 1.875 1.931 1.193 0.173
H -4.250 -3.557 -0.024 0.232
H -5.586 -5.046 -1.474 0.213
H -5.062 -5.229 -3.891 0.213
H -3.186 -3.908 -4.836 0.204
Se 3.169 5.817 -4.280 0.923
N 3.675 4.232 -3.635 -0.599
C 2.638 3.718 -3.035 0.101
C 2.660 2.414 -2.376 -0.036
C 3.823 1.650 -2.342 -0.123
C 3.802 0.434 -1.698 -0.249
C 2.617 0.022 -1.107 0.075
N 1.495 0.739 -1.135 -0.453
C 1.498 1.932 -1.760 0.167
C 0.255 2.748 -1.776 0.240
N -0.822 2.236 -1.185 -0.430
C -1.938 2.940 -1.152 0.070
C -2.052 4.206 -1.724 -0.238
C -0.951 4.741 -2.354 -0.125
C 0.234 4.006 -2.388 -0.121
C 1.436 4.513 -3.038 0.133
N 1.508 5.665 -3.645 -0.597
H 4.717 2.033 -2.816 0.242
H 4.679 -0.194 -1.635 0.235
H 2.551 -0.918 -0.574 0.226
H -2.775 2.474 -0.644 0.212
H -2.986 4.747 -1.670 0.228
H -0.978 5.717 -2.819 0.238

---

# 2
58
Properties=species:S:1:pos:R:3:mulliken_charge:R:1 method="wB97M-V/def2-TZVPD" gap_ev=5.350 lumo_ev=1.89 spin_multiplicity=1 charge=-1 homo_energy_ev=-3.46
K -1.690 1.260 1.167 1.017
C 2.793 0.510 1.183 -1.049
C 1.697 1.305 0.736 0.189
C 1.133 1.084 -0.718 0.800
O -0.035 1.473 -0.934 -0.618
C 1.986 0.401 -1.604 -0.606
C 3.100 -0.319 -1.174 0.213
C 3.456 -0.340 0.316 0.548
O 4.323 -1.147 0.729 -0.780
O 3.870 -0.789 -2.050 -0.756
O 0.923 1.910 1.516 -0.844
H 2.796 0.451 2.264 0.460
H 1.725 0.376 -2.656 0.459
C -1.604 -2.821 -3.362 -0.648
C -2.150 -3.894 -2.450 -0.511
C -2.304 -3.329 -1.022 -0.842
S -1.176 -1.910 -0.909 1.399
O -0.113 -2.214 0.030 -0.671
O -2.014 -0.718 -0.748 -0.802
C -0.592 -1.931 -2.624 -0.572
H -2.346 -2.208 -3.884 0.290
H -1.094 -3.246 -4.233 0.373
H -1.504 -4.769 -2.401 0.307
H -3.157 -4.211 -2.724 0.286
H -2.047 -4.022 -0.224 0.284
H -3.262 -2.878 -0.769 0.425
H 0.389 -2.397 -2.729 0.416
H -0.455 -0.912 -2.978 0.179
C 1.297 -1.374 3.943 -0.552
C 0.582 -2.017 5.135 -0.898
C -0.895 -2.317 4.744 -0.720
S -0.902 -2.516 2.945 1.183
O -1.697 -1.412 2.406 -0.626
O -1.185 -3.869 2.492 -0.713
C 0.855 -2.101 2.694 0.283
H 2.375 -1.356 4.094 0.485
H 1.044 -0.309 3.902 0.181
H 0.567 -1.399 6.032 0.418
H 1.084 -2.943 5.430 0.290
H -1.377 -1.366 4.960 0.290
H -1.441 -3.170 5.137 0.412
H 0.951 -1.592 1.734 -0.363
H 1.467 -2.998 2.577 0.386
C 0.725 4.937 -2.164 -0.790
C 0.026 3.782 -2.867 -0.066
C -1.412 3.696 -2.290 -0.363
S -1.452 4.706 -0.752 0.958
O -1.824 3.913 0.402 -0.597
O -2.046 6.034 -0.911 -0.678
C 0.370 4.901 -0.686 -0.363
H 0.613 5.937 -2.594 0.335
H 1.816 4.875 -2.268 0.386
H 0.532 2.844 -2.658 -0.263
H -0.103 4.033 -3.918 0.403
H -1.640 2.676 -1.971 0.070
H -2.250 3.902 -2.956 0.506
H 0.699 3.978 -0.205 -0.057
H 0.576 5.813 -0.135 0.520

---

# 3
89
Properties=species:S:1:pos:R:3:lowdin_spin:R:1 method="wB97M-V/def2-TZVPD" gap_ev="4.759 / 7.575" lumo_ev="-1.37 / -1.44" spin_multiplicity=2 charge=0 homo_energy_ev="-6.13 / -9.02"
Ag -2.172 1.941 2.681 0.459
Ag -0.870 -1.509 3.659 0.274
N -1.317 0.166 0.376 0.007
O -1.785 -0.276 1.401 0.109
O -1.201 1.371 0.333 0.049
O -0.986 -0.565 -0.535 0.008
C 1.228 4.551 -3.142 0.000
O 0.638 3.238 -3.326 0.000
P 0.767 2.575 -4.784 0.000
O 0.043 3.275 -5.797 0.000
O 2.361 2.515 -5.141 0.000
C 2.771 3.329 -6.230 0.000
O 0.278 0.997 -4.568 0.000
C -0.759 0.706 -3.723 0.000
H 1.810 4.482 -2.223 0.000
H 0.394 5.210 -2.900 0.000
H 1.854 4.929 -3.949 0.000
H 3.814 3.647 -6.227 0.000
H 2.177 4.243 -6.242 0.000
H 2.541 2.878 -7.195 0.000
H -0.489 -0.301 -3.405 0.000
H -1.692 0.551 -4.264 0.000
H -0.956 1.397 -2.904 0.000
C 2.804 7.232 1.196 0.000
O 1.803 6.156 1.227 0.000
P 0.392 6.470 0.494 0.000
O 0.457 6.929 -0.914 0.000
O -0.466 5.139 0.745 0.006
C -1.878 5.095 0.624 0.008
O -0.354 7.553 1.530 0.000
C -0.678 7.223 2.881 0.000
H 2.820 7.890 2.064 0.000
H 2.534 7.923 0.398 0.000
H 3.761 6.739 1.025 0.000
H -2.363 5.752 -0.098 0.000
H -2.343 5.283 1.592 0.005
H -2.103 4.076 0.307 0.003
H -0.332 8.013 3.547 0.000
H -0.108 6.318 3.089 0.000
H -1.726 6.927 2.919 0.000
C 1.043 -5.306 4.600 0.001
O 1.332 -5.474 3.175 0.001
P 0.684 -4.446 2.075 0.002
O 0.336 -3.137 2.606 0.030
O 1.735 -4.437 0.909 0.001
C 1.730 -3.468 -0.138 0.001
O -0.604 -5.329 1.474 0.001
C -0.569 -6.717 1.073 0.000
H -0.030 -5.298 4.796 0.000
H 1.503 -4.353 4.859 0.001
H 1.455 -6.125 5.190 0.000
H 2.739 -3.091 -0.303 0.000
H 0.908 -2.754 -0.094 0.001
H 1.525 -4.009 -1.062 0.000
H -1.098 -7.332 1.801 0.000
H 0.485 -6.974 0.972 0.000
H -1.135 -7.108 0.227 0.000
C 3.986 -0.803 -3.033 0.000
O 3.828 -0.166 -1.822 0.000
C 2.495 0.530 -1.659 0.000
C 2.400 1.580 -0.499 0.001
O 3.322 2.682 -0.799 0.000
C 3.341 3.664 0.136 0.000
H 4.846 -1.465 -2.932 0.000
H 4.159 -0.143 -3.883 0.000
H 3.235 -1.528 -3.348 0.000
H 1.635 -0.139 -1.614 0.000
H 2.236 1.064 -2.573 0.000
H 2.683 1.339 0.525 0.000
H 1.408 2.032 -0.496 0.001
H 2.422 4.241 0.242 0.000
H 4.126 4.360 -0.160 0.000
H 3.779 3.200 1.019 0.000
C -5.881 -8.670 1.912 0.000
O -4.980 -7.576 1.625 0.000
C -5.246 -6.336 2.147 0.000
C -3.967 -5.500 1.998 0.000
O -4.233 -4.178 2.486 0.002
C -3.137 -3.233 2.388 0.010
H -6.879 -8.348 2.209 0.000
H -5.423 -9.063 2.819 0.000
H -5.847 -9.435 1.136 0.000
H -5.393 -6.540 3.208 0.000
H -6.125 -5.909 1.665 0.000
H -3.849 -5.558 0.916 0.000
H -3.143 -5.901 2.589 0.000
H -3.551 -2.226 2.441 0.004
H -2.544 -3.358 1.482 0.001
H -2.408 -3.328 3.192 0.010

---

# 4
84
Properties=species:S:1:pos:R:3:lowdin_spin:R:1 method="wB97M-V/def2-TZVPD" gap_ev="7.477 / 7.335" lumo_ev="-6.61 / -6.70" spin_multiplicity=2 charge=+2 homo_energy_ev="-14.08 / -14.04"
Ti -0.273 1.091 1.039 0.918
C -0.313 2.731 3.036 0.002
C -0.561 3.499 1.905 0.010
C -1.670 3.214 1.091 0.008
C -2.524 2.164 1.419 0.004
C -2.245 1.357 2.533 0.014
C -1.143 1.641 3.340 0.008
H 0.535 2.953 3.670 0.000
H 0.096 4.318 1.648 0.000
H -1.848 3.794 0.195 0.000
H -3.397 1.960 0.814 0.000
H -2.907 0.537 2.778 0.001
H -0.932 1.031 4.209 0.000
C -0.829 -1.811 -2.572 0.000
N -0.630 -0.857 -1.474 -0.001
P -1.788 0.266 -0.962 -0.005
C -1.995 1.482 -2.271 0.001
C -3.088 2.352 -2.231 0.000
C -3.197 3.371 -3.163 0.000
C -2.221 3.523 -4.142 0.000
C -1.139 2.656 -4.190 0.001
C -1.022 1.641 -3.254 -0.001
C -3.375 -0.579 -0.835 -0.003
C -4.225 -0.700 -1.937 -0.001
C -5.397 -1.431 -1.827 0.000
C -5.729 -2.045 -0.628 0.000
C -4.886 -1.938 0.470 0.000
C -3.713 -1.209 0.364 0.001
P 0.384 -1.077 -0.150 -0.011
C -0.130 -2.521 0.803 -0.002
C -0.692 -2.292 2.060 0.002
C -1.150 -3.337 2.845 0.000
C -1.054 -4.635 2.360 0.000
C -0.504 -4.880 1.108 0.000
C -0.034 -3.830 0.332 -0.001
C 2.023 -1.409 -0.784 -0.002
C 2.924 -2.227 -0.098 -0.001
C 4.217 -2.373 -0.573 0.000
C 4.617 -1.704 -1.723 -0.001
C 3.727 -0.883 -2.402 0.000
C 2.433 -0.732 -1.935 -0.001
H -1.170 -1.279 -3.459 0.000
H -1.568 -2.569 -2.304 0.000
H 0.118 -2.295 -2.804 0.000
H -3.873 2.219 -1.494 0.000
H -4.048 4.038 -3.135 0.000
H -2.311 4.317 -4.870 0.000
H -0.378 2.776 -4.949 0.000
H -0.165 0.981 -3.287 0.000
H -3.975 -0.222 -2.876 0.000
H -6.054 -1.522 -2.682 0.000
H -6.647 -2.612 -0.548 0.000
H -5.143 -2.424 1.402 0.000
H -3.043 -1.148 1.213 0.001
H -0.774 -1.268 2.427 0.001
H -1.572 -3.151 3.823 0.000
H -1.405 -5.460 2.965 0.000
H -0.437 -5.894 0.738 0.000
H 0.405 -4.031 -0.637 0.000
H 2.619 -2.755 0.797 0.000
H 4.912 -3.017 -0.052 0.000
H 5.627 -1.824 -2.092 0.000
H 4.039 -0.348 -3.289 0.000
H 1.750 -0.084 -2.467 0.000
B 2.440 2.787 -2.345 0.007
C 1.376 2.414 -1.300 0.028
N 0.583 2.134 -0.492 0.007
H 3.500 2.460 -1.858 0.003
H 2.188 2.168 -3.357 0.004
H 2.356 3.979 -2.516 0.000
C 5.738 0.432 3.492 0.000
C 4.355 0.564 2.938 0.000
C 3.372 -0.390 3.196 0.000
C 2.110 -0.237 2.672 0.002
N 1.749 0.815 1.913 0.002
C 2.693 1.743 1.669 0.003
C 3.980 1.650 2.151 0.001
H 6.083 -0.600 3.439 0.000
H 5.741 0.722 4.545 0.000
H 6.443 1.070 2.965 0.000
H 3.593 -1.262 3.797 0.000
H 1.352 -0.987 2.861 0.000
H 2.403 2.574 1.041 0.001
H 4.692 2.424 1.900 0.000

---

# 5
99
Properties=species:S:1:pos:R:3:lowdin_spin:R:1 method="wB97M-V/def2-TZVPD" gap_ev="6.884 / 5.041" lumo_ev="-5.84 / -8.23" spin_multiplicity=6 charge=+2 homo_energy_ev="-12.73 / -13.28"
Ir -0.332 0.090 -1.902 2.417
Cl 4.457 -3.047 -6.369 0.102
C 3.075 -2.384 -5.634 0.188
C 1.824 -2.978 -5.863 -0.032
C 0.708 -2.462 -5.265 0.146
Cl -0.824 -3.152 -5.563 0.058
C 0.776 -1.310 -4.390 0.093
O -0.258 -0.898 -3.811 0.317
C 2.077 -0.688 -4.236 0.092
C 2.221 0.551 -3.503 0.044
O 1.310 1.194 -2.984 0.098
C 3.190 -1.246 -4.829 0.052
H 1.742 -3.837 -6.514 -0.003
H 3.242 0.949 -3.428 0.003
H 4.162 -0.794 -4.676 -0.001
S 1.559 0.097 -0.265 0.342
Sb 1.209 2.517 1.691 0.419
C 2.806 1.667 2.836 0.044
C 2.570 0.838 3.927 0.009
C 3.647 0.299 4.615 0.000
C 4.945 0.565 4.201 0.010
C 5.172 1.392 3.110 0.001
C 4.103 1.943 2.418 0.016
C 2.225 4.007 0.534 0.068
C 2.331 3.870 -0.844 0.002
C 3.022 4.830 -1.572 0.000
C 3.601 5.909 -0.920 -0.001
C 3.497 6.033 0.459 0.005
C 2.804 5.083 1.196 0.016
C 0.098 3.728 3.083 0.111
C -0.189 3.287 4.367 0.023
C -0.920 4.105 5.218 0.002
C -1.390 5.333 4.772 0.020
C -1.110 5.762 3.481 0.003
C -0.367 4.958 2.629 0.026
H 1.563 0.611 4.253 0.001
H 3.474 -0.334 5.476 0.000
H 5.781 0.118 4.721 0.001
H 6.182 1.609 2.789 0.000
H 4.286 2.591 1.569 0.001
H 1.888 3.017 -1.349 0.000
H 3.106 4.729 -2.646 0.000
H 4.140 6.656 -1.487 0.000
H 3.957 6.869 0.969 0.001
H 2.724 5.185 2.272 0.002
H 0.165 2.327 4.721 0.001
H -1.119 3.778 6.230 0.000
H -1.979 5.957 5.431 0.001
H -1.471 6.722 3.138 0.000
H -0.122 5.303 1.630 0.001
C -3.951 -2.433 -3.563 0.000
N -4.096 -2.666 -2.132 0.003
C -5.395 -3.166 -1.714 0.001
P -2.712 -2.713 -1.231 0.007
O -1.872 -1.504 -1.478 0.066
N -1.876 -4.094 -1.590 0.001
C -2.529 -5.369 -1.827 0.000
C -0.423 -4.126 -1.597 0.000
N -3.264 -2.811 0.340 0.001
C -3.514 -1.517 0.973 0.000
C -2.790 -3.842 1.251 0.000
H -4.040 -3.366 -4.131 0.000
H -2.976 -1.991 -3.765 0.000
H -4.729 -1.749 -3.907 0.000
H -5.654 -4.091 -2.240 0.000
H -6.165 -2.426 -1.943 0.000
H -5.395 -3.348 -0.643 0.000
H -3.611 -5.249 -1.801 0.000
H -2.246 -6.109 -1.072 0.000
H -2.241 -5.762 -2.806 0.000
H -0.032 -3.111 -1.563 0.000
H -0.069 -4.617 -2.505 0.000
H -0.032 -4.687 -0.740 0.000
H -3.841 -0.801 0.221 0.000
H -2.612 -1.114 1.447 0.000
H -4.292 -1.623 1.731 0.000
H -2.729 -4.802 0.745 0.000
H -3.502 -3.938 2.072 0.000
H -1.808 -3.601 1.671 0.000
F -0.024 -0.071 2.375 0.026
C 0.526 -1.225 1.958 0.018
C 1.180 -1.291 0.731 0.028
C 1.617 -2.556 0.332 0.019
F 2.193 -2.693 -0.863 0.008
C 1.446 -3.677 1.122 -0.002
F 1.828 -4.871 0.686 -0.002
C 0.860 -3.557 2.374 0.016
F 0.725 -4.615 3.150 0.005
C 0.382 -2.323 2.784 -0.002
F -0.245 -2.196 3.947 -0.002
C -3.090 2.585 0.802 0.004
C -2.055 2.264 -0.231 0.021
N -1.682 3.246 -1.059 0.003
O -1.567 1.122 -0.293 0.080
H -3.072 3.634 1.089 0.001
H -2.938 1.962 1.680 0.000
H -4.073 2.355 0.387 0.000
H -2.145 4.139 -1.058 0.000
H -1.027 3.048 -1.801 0.000

---

# 6
24
Properties=species:S:1:pos:R:3:nbo_charge:R:1 method="wB97M-V/def2-TZVPD" gap_ev="6.938 / 6.346" lumo_ev="-0.69 / -0.91" spin_multiplicity=1 charge=0 homo_energy_ev="-7.62 / -7.26"
C 2.077 1.922 0.359 -0.253
C 0.927 1.454 -0.285 -0.152
C 3.121 1.076 0.521 0.021
C 2.002 -0.581 -0.490 0.042
C 0.838 0.101 -0.670 -0.072
C -0.509 -1.888 -0.623 -0.097
C -1.177 -1.966 0.545 -0.293
C -1.624 0.282 -1.333 0.052
C -0.344 -0.512 -1.329 -0.340
C -1.832 -0.870 1.232 -0.212
N 3.104 -0.177 0.083 -0.399
N -2.447 0.545 -0.385 -0.466
S -3.829 1.281 -0.089 -0.014
S -0.756 0.148 2.149 0.112
H 2.187 3.035 0.655 0.225
H 0.175 2.257 -0.342 0.232
H 3.985 1.254 0.988 0.191
H 2.013 -1.632 -0.677 0.179
H 0.044 -2.745 -0.908 0.219
H -1.608 -2.872 0.824 0.225
H -1.760 0.952 -2.267 0.192
H -0.119 -0.726 -2.387 0.249
H -2.727 -1.175 1.802 0.231
H -1.742 0.835 2.628 0.129

---

Calculated values (eV) of DFT total energy for the records, taken in order: -109474.176; -88394.453; -94643.878; -86867.415; -123375.274; -35177.844.